Record 1
44
Properties=species:S:1:pos:R:3:forces:R:3 method="wB97M-V/def2-TZVPD" e_homo_ev="-11.4 / -11.4" e_above_lowest_kcal_mol=0.0 multiplicity=2 total_charge=+1 energy_ha=-7595.90736 homo_lumo_gap_ev="6.7946 / 6.7852" e_lumo_ev="-4.6 / -4.6"
Tc 0.57756 0.86749 -0.10184 -0.06 -0.19 0.04
Se -1.28523 1.45052 1.58671 0.00 0.06 0.01
Se -1.74315 -1.77363 1.00528 0.00 0.00 0.01
Cl 1.52678 -1.82527 3.53294 0.01 0.00 0.00
Cl 2.72717 0.32056 5.04840 0.00 0.00 0.00
Cl 4.08649 -0.71271 2.71936 0.00 0.00 0.00
S 1.32019 2.89142 -0.39893 0.07 0.10 0.00
O -0.63875 0.16121 -1.34123 0.00 0.02 -0.09
O 1.38662 1.71781 2.90065 -0.01 -0.01 0.01
O 1.64203 0.16236 1.30019 -0.06 -0.03 0.07
N 2.03254 0.45549 -1.52683 -0.01 0.01 0.01
N 3.12733 1.30213 -1.63223 0.01 0.00 0.01
N 3.78865 3.46819 -1.25391 0.00 -0.01 -0.01
C 1.76964 0.64559 2.53587 0.10 0.05 -0.04
C 2.88714 2.47650 -1.16962 -0.02 0.02 0.02
C -1.58275 -1.63352 -2.52099 0.00 0.00 -0.01
C 2.51679 -0.35352 3.44879 0.00 0.00 0.00
C 0.81217 -1.28648 -2.63203 0.02 0.01 0.02
C 1.97876 -0.47828 -2.40984 -0.02 -0.02 -0.02
C -1.45706 -2.73324 -3.34295 0.00 0.00 0.00
C 0.90842 -2.40090 -3.48111 0.00 0.00 -0.01
C -2.89944 0.87165 0.65152 0.01 -0.04 -0.01
C -0.20639 -3.12873 -3.82163 0.00 0.00 0.00
C -3.25372 -0.52117 1.14253 0.01 -0.01 -0.02
C -1.52129 3.37565 1.50582 0.00 0.00 -0.04
C -0.45237 -0.90893 -2.15177 -0.02 0.02 0.01
C -1.85520 -2.48164 2.81084 0.00 -0.01 0.00
H -1.09557 -3.25498 2.89309 0.00 0.00 0.00
H -2.34073 -3.29229 -3.62000 0.00 0.00 0.00
H -0.60845 3.80887 1.90826 0.00 0.00 0.00
H -3.68255 1.59329 0.88329 -0.01 -0.02 0.04
H -1.68348 3.70375 0.48266 0.00 0.00 0.00
H -2.54868 -1.31801 -2.15049 0.00 0.00 0.00
H 4.70052 3.26505 -1.62900 0.00 0.00 0.00
H -4.09282 -0.91761 0.57324 0.00 -0.01 0.00
H -1.66255 -1.69763 3.53831 0.00 0.00 0.00
H 3.65293 4.33151 -0.76006 0.00 0.00 0.00
H -2.70022 0.88884 -0.41673 -0.02 0.04 0.00
H -3.53162 -0.50074 2.19509 -0.01 0.00 0.00
H -0.11822 -3.99171 -4.46599 0.00 0.00 0.00
H 2.83517 -0.58692 -3.06977 0.00 0.00 0.00
H 1.88191 -2.67746 -3.86644 0.00 0.00 0.00
H -2.83428 -2.92697 2.96425 0.00 0.00 0.00
H -2.36427 3.64448 2.13631 0.00 0.00 0.00



Record 2
44
Properties=species:S:1:pos:R:3:forces:R:3 method="wB97M-V/def2-TZVPD" e_homo_ev=-2.8 e_above_lowest_kcal_mol=32.6 total_charge=-1 energy_ha=-2220.86542 homo_lumo_gap_ev=5.4316 e_lumo_ev=2.6
S 1.95465 0.01265 -3.33251 -0.78 -1.21 -0.76
S -0.31732 1.02948 -4.52177 0.20 0.03 -0.67
F -2.76902 2.07877 -4.71100 1.24 0.51 -0.56
F -1.42209 2.12023 -6.47616 -0.63 0.51 1.50
F -1.15892 3.59440 -4.81323 -0.53 -0.97 -0.34
O 2.14651 -0.48689 -4.69484 -0.24 1.39 1.33
O 3.05961 0.54959 -2.58469 -0.12 -0.56 -0.27
O -0.66052 -2.62086 2.57490 -0.15 -0.94 -0.72
O 1.81586 0.27848 3.22502 -0.29 0.73 -0.69
O -1.58687 -0.24606 2.25586 -1.17 0.84 1.82
O 0.12591 1.77298 3.06405 0.59 0.48 0.08
O 1.37994 -2.08863 1.79069 0.02 -0.44 0.19
N 0.76089 1.25005 -3.11019 -1.10 0.01 -2.17
C -0.23634 -0.32546 1.99037 1.93 -1.03 6.00
C -1.09613 -0.87566 -0.46342 -0.44 0.45 -0.53
C 1.21615 -1.00446 -1.10670 0.01 0.35 -0.86
C 0.93498 2.47313 4.01482 -0.67 -0.17 -0.06
C -1.45493 -1.15800 -1.78357 0.18 -0.19 0.06
C 0.70923 0.57707 2.78384 -1.67 -2.70 -0.53
C 1.04172 2.52647 -2.47763 0.38 -0.32 0.20
C 0.87242 -1.14565 -2.45978 0.39 0.44 1.31
C -1.83508 -0.51838 3.66037 0.40 -0.31 -0.04
C 0.23992 -0.60794 -0.22432 1.98 1.00 -0.66
C -1.47843 2.30588 -5.10510 0.51 0.39 0.12
C -0.21540 -3.98107 2.66423 -0.03 0.67 0.16
C -0.49834 -1.20648 -2.79616 0.06 -0.87 -0.27
C 0.26632 -1.73445 2.12933 0.35 1.91 -0.62
H -1.12426 -1.31394 3.93177 -0.77 0.48 0.39
H 0.57013 0.06252 0.64464 -0.47 -1.76 -2.35
H -1.81085 -0.78551 0.36858 0.17 0.26 -0.85
H 0.22088 -4.33838 1.70668 -0.30 0.17 0.71
H -2.85643 -0.87299 3.79355 -0.14 0.01 -0.13
H 1.00092 1.83819 4.89644 0.44 0.15 0.16
H 1.14468 2.28752 -1.41880 0.25 0.24 0.08
H -0.82824 -1.32095 -3.82719 0.22 0.06 0.38
H -1.65356 0.32121 4.34324 -0.07 0.33 -0.51
H 2.24536 -0.94289 -0.77254 -0.03 0.30 -0.31
H 0.35350 3.34688 4.26566 0.08 0.50 -0.01
H -1.12873 -4.50038 2.96544 0.28 -0.30 -0.24
H 0.16695 3.18139 -2.56124 0.37 -0.11 -0.28
H 1.92341 2.69432 3.60296 -0.19 0.06 0.26
H 0.51390 -4.01337 3.48606 0.04 -0.39 -0.41
H -2.50706 -1.15578 -2.04662 0.01 -0.43 -0.06
H 1.97465 2.94298 -2.87105 -0.33 0.41 0.15



Record 3
37
Properties=species:S:1:pos:R:3:forces:R:3 method="wB97M-V/def2-TZVPD" e_homo_ev="-8.3 / -11.1" multiplicity=5 total_charge=+1 energy_ha=-2142.16245 homo_lumo_gap_ev="5.4207 / 6.0869" e_lumo_ev="-2.8 / -5.0"
Fe 3.38795 1.01739 -2.11630 -3.67 2.62 -1.12
O 5.50537 0.27352 -3.97817 -2.60 1.85 2.57
O 2.93777 -1.46806 -0.66488 1.03 3.32 -3.89
O 5.00991 1.69433 0.15553 -1.85 0.58 -3.12
N -2.73065 -1.74122 1.87242 -1.56 0.66 -0.60
N -1.34267 -0.14644 0.92623 0.59 -0.80 1.22
C 1.36620 2.06910 -1.84526 0.91 0.00 0.11
C 1.03224 2.59634 -0.51318 -0.16 0.28 0.11
C -0.32439 0.23840 -1.30695 -2.21 -0.64 1.23
C 3.17287 -0.63087 -1.47503 -1.80 -6.06 5.40
C -0.36306 -2.23069 1.79148 0.37 -0.61 0.13
C -1.05465 0.92327 0.03906 3.21 2.93 -4.20
C 0.90365 0.74525 -2.01016 -1.26 -0.48 -1.00
C 0.01047 2.14233 0.29142 -0.92 -0.47 1.45
C -1.68552 -2.52916 2.46652 0.46 -0.54 0.87
C -2.53432 -0.70373 1.03403 -0.90 0.16 0.30
C -3.78908 -0.13666 0.34501 -0.45 0.29 -0.03
C -0.15650 -0.75739 1.61688 -0.71 0.84 0.13
C 4.38392 1.68501 -0.82697 3.71 0.57 6.24
C 4.68867 0.74457 -3.28779 4.84 -2.41 -5.62
H -1.60063 -2.33772 3.54682 -0.10 0.26 -0.24
H 0.71522 -0.55401 1.00072 -0.03 0.12 -0.05
H -2.00898 1.46440 -0.16507 0.90 -0.66 -0.26
H 0.43552 -2.62920 2.42640 -0.08 0.02 -0.22
H -3.62885 0.40742 -0.59246 0.46 -0.22 0.37
H -4.28746 0.57553 1.01789 0.35 -0.04 0.02
H 1.05551 0.25318 -2.99105 -0.22 0.20 0.40
H -1.20485 0.21926 -1.96267 0.28 -0.18 -0.59
H -0.27779 -2.71757 0.81288 -0.15 -0.01 0.15
H 1.45760 2.75439 -2.73990 0.07 -0.51 1.20
H -0.33008 2.77353 1.13575 0.84 -0.42 -0.23
H -3.71687 -1.93835 2.13672 1.25 0.09 -0.60
H 1.74457 3.39846 -0.15946 -1.58 -0.43 -0.15
H -1.94803 -3.59136 2.40323 0.05 0.19 -0.26
H -0.17877 -0.81385 -1.02162 -0.04 0.04 -0.10
H -4.60079 -0.84210 0.07811 0.92 -0.31 0.50
H -0.04353 -0.20733 2.55985 0.07 -0.25 -0.10



no.,molecular weight (g/mol)
1,669.65
2,432.42
3,317.15